DFT (the ωB97M-V functional and the def2-TZVPD basis) results for a cluster of 2 separate species, C4H12N2 in total in a non-equilibrium geometry.

```
18
C4H12N2 (the ωB97M-V functional and the def2-TZVPD basis)
C 0.545 0.211 -1.544
C 0.824 -1.094 -0.908
C -0.494 -1.442 -0.197
C -0.903 -0.762 0.858
N -2.006 -1.383 1.673
N 1.331 3.065 -0.421
H -0.297 0.509 -2.153
H 1.209 1.045 -1.379
H 1.121 -2.001 -1.445
H 1.687 -0.912 -0.288
H -0.958 -2.396 -0.432
H -0.519 0.178 1.219
H -2.943 -1.331 1.265
H -1.788 -2.377 1.746
H -2.024 -0.992 2.616
H 1.547 4.061 -0.294
H 1.405 2.689 0.522
H 2.263 2.931 -0.837
```

## Properties
Spin multiplicity   2
Charge   +1
Energy above the lowest of the compared OMol25 structures with the same formula, charge and spin   37.35 kcal/mol
⟨S²⟩   0.75

Löwdin atomic charge list, values in e, 4 entries: atom 1 (C): 0.03, atom 2 (C): -0.23, atom 3 (C): -0.06, atom 4 (C): -0.07